13
Properties=species:S:1:pos:R:3:forces:R:3:mulliken_charge:R:1 method="wB97M-V/def2-TZVPD" total_energy_ha=-249.372783 e_homo_ev=-7.39 gap_ha=0.3070 lumo_ha=0.0353 multiplicity=1 de_lowest_kj_mol=263.7
C 1.749438 0.018206 -0.086836 -0.8 -2.5 -3.6 -0.983
C 0.481830 0.057091 0.521736 -1.1 0.8 2.8 0.614
C -0.346997 1.175010 0.495998 1.7 -0.6 0.7 -0.725
C -1.526114 0.702318 0.010795 -2.0 -0.4 -1.5 -0.045
C -1.370144 -0.644741 -0.268713 -3.2 -0.5 0.6 -0.899
N -0.281152 -1.098062 0.377363 1.6 1.2 -0.5 -0.135
H 2.287683 -0.894075 0.142533 0.7 0.2 0.0 0.271
H 1.086352 -0.380997 -1.234649 2.8 1.5 1.8 0.163
H 2.282692 0.937711 -0.206959 0.4 0.2 0.0 0.317
H -0.077118 2.199844 0.680750 0.2 0.0 -0.1 0.394
H -2.385529 1.309192 -0.213088 -0.2 -0.2 -0.1 0.402
H -2.122507 -1.367234 -0.538245 -0.4 0.1 -0.1 0.348
H 0.138339 -1.983276 0.142461 0.2 0.2 0.0 0.277